# 1
The following is a DFT calculation (wB97M-V/def2-TZVPD) of a structure of composition C24H22N4O4Pd.

For the energy above the lowest of the compared OMol25 structures with the same formula, charge and spin, the calculation gives 228.7 kJ/mol. For the HOMO energy, the calculation gives 0.4 eV. As for the total charge: -2. The total energy comes out at -42874.5254 eV. Its LUMO energy is 4.291 eV.

Positions of all 55 atoms, in Å:
Pd1 -0.22483 0.66015 -0.96874
O1 -0.01287 -0.84494 4.26665
C1 1.16026 -1.32367 4.03150
C2 1.74334 -2.29134 4.89616
C3 2.97725 -2.84743 4.64564
C4 3.71346 -2.48082 3.52018
C5 3.17638 -1.53478 2.66245
C6 1.94232 -0.94237 2.89303
C7 1.41168 0.06190 1.92964
O2 0.16468 0.46672 2.15613
N1 2.18006 0.46181 0.96958
N2 1.58228 1.35648 0.05333
C8 2.44466 1.72772 -0.84085
C9 2.34623 2.72184 -1.89121
C10 3.55181 2.98554 -2.55025
C11 3.67995 3.87043 -3.60372
C12 2.51680 4.51241 -4.04762
C13 1.30856 4.28447 -3.44965
C14 1.13362 3.41473 -2.30579
O3 0.02008 3.28719 -1.75043
H1 -0.09281 0.05205 3.06568
H2 1.16038 -2.58146 5.76410
H3 3.37682 -3.58834 5.33517
H4 4.67919 -2.92727 3.31338
H5 3.71115 -1.22200 1.77490
H6 3.43334 1.25488 -0.77225
H7 4.43369 2.45236 -2.20338
H8 4.63976 4.04777 -4.07349
H9 2.57137 5.20566 -4.88613
H10 0.40951 4.78063 -3.79977
N3 -4.24167 -0.44636 -2.25613
C15 -2.94776 -0.08484 -2.57997
N4 -2.28612 0.41418 -1.57530
C16 -3.17060 0.37628 -0.50706
C17 -2.94968 0.75465 0.81608
C18 -3.99532 0.58419 1.70330
C19 -5.22621 0.05382 1.28984
C20 -5.45317 -0.33058 -0.02264
C21 -4.39622 -0.16035 -0.91142
H11 -4.91595 -0.85260 -2.87506
H12 -2.56142 -0.17912 -3.58069
H13 -1.97063 1.13230 1.10069
H14 -3.85560 0.85137 2.74181
H15 -6.01717 -0.06778 2.02103
H16 -6.40012 -0.75361 -0.33355
C22 -0.04859 -2.65104 0.30572
C23 0.00892 -2.30646 -1.16149
C24 -1.12279 -2.81684 -2.02946
O4 0.87417 -1.58123 -1.60673
H17 -0.28127 -3.70718 0.46492
H18 -0.83947 -2.05661 0.76981
H19 0.88963 -2.39041 0.78665
H20 -1.23342 -3.90107 -1.93936
H21 -0.94225 -2.53765 -3.06534
H22 -2.05543 -2.36338 -1.68982

The net atomic charges from Mulliken, expressed in e, are: 0.047, -0.966, 0.510, -0.645, -0.236, -0.754, -0.298, 0.291, -0.030, -0.428, -0.285, -0.558, -0.197, 1.021, -0.643, -0.625, -0.201, -0.705, 0.254, -0.730, 0.528, 0.358, 0.313, 0.349, 0.398, 0.195, 0.242, 0.336, 0.291, 0.329, -0.011, -0.779, -0.250, 0.471, -0.396, -0.728, -0.284, -1.062, 0.708, 0.162, 0.471, 0.494, 0.400, 0.342, 0.344, -0.682, 0.760, -1.149, -0.494, 0.524, 0.166, -0.003, 0.450, 0.282, 0.105

=====

# 2
The following is a DFT calculation (wB97M-V/def2-TZVPD) of a structure of composition C5H6FNaO3 at a distorted geometry.

For the energy above the lowest of the compared OMol25 structures with the same formula, charge and spin, the calculation gives 85.0 kJ/mol. For the HOMO energy (alpha / beta), the calculation gives -12.2 / -13.1 eV. As for the total charge: +1. The total energy comes out at -18549.4841 eV. As for the multiplicity: 2. The expectation value of S² is 0.769. Its LUMO energy (alpha / beta) is -4.398 / -4.398 eV.

Positions of all 16 atoms, in Å:
O1 -1.33877 -0.58247 0.56653
Na1 -2.63350 2.06994 2.88222
O2 -1.02121 0.66201 2.39965
C1 -0.68937 -0.25687 1.69295
O3 0.43716 -0.92515 1.79980
C2 0.72779 -1.60464 0.56661
H1 1.67714 -1.21588 0.18287
H2 0.79736 -2.68244 0.74556
C3 -0.45472 -1.22367 -0.30904
F1 -1.09992 -2.30048 -0.80625
H3 -0.14608 -0.26061 -1.23381
C4 0.23308 1.07886 -2.14272
C5 1.19878 1.78026 -1.58081
H4 -0.75273 1.40362 -2.48073
H5 0.99535 2.76861 -1.14972
H6 2.06963 1.28890 -1.13312

The net atomic charges from Mulliken, expressed in e, are: -0.337, 1.043, -0.673, 0.702, -0.294, -0.389, 0.253, 0.297, 0.912, -0.280, -0.172, -0.438, -0.469, 0.326, 0.258, 0.260

=====

# 3
The following is a DFT calculation (wB97M-V/def2-TZVPD) of a cluster of 3 separate species, C6H11NO in total at a distorted geometry.

For the energy above the lowest of the compared OMol25 structures with the same formula, charge and spin, the calculation gives 630.4 kJ/mol. For the HOMO energy, the calculation gives -7.0 eV. The total energy comes out at -9931.9207 eV. Its LUMO energy is 0.628 eV.

Positions of all 19 atoms, in Å:
N1 1.25163 1.21147 -1.62446
C1 -0.02994 0.79622 -1.32662
C2 -0.30721 -0.52025 -0.94419
O1 0.53993 -1.48179 -1.51399
H1 1.34619 1.96964 -2.27884
H2 1.91709 0.46121 -1.74882
H3 -0.83901 1.43974 -1.63539
H4 -1.35972 -0.78931 -1.00442
H5 0.53048 -2.23972 -0.90130
C3 -0.48396 2.26401 0.76447
C4 -1.20759 1.81307 1.63055
H6 0.21152 2.87141 0.24400
H7 -1.84168 1.74318 2.47430
C5 0.06799 -0.92571 1.08165
C6 -0.01546 -2.26782 1.32035
H8 1.03663 -0.46306 1.24888
H9 -0.72146 -0.21736 1.42864
H10 0.85493 -2.85751 1.56888
H11 -0.95037 -2.80743 1.21629

The net atomic charges from Mulliken, expressed in e, are: -0.453, -0.321, -0.232, -0.512, 0.235, 0.207, 0.511, 0.294, 0.385, -0.383, -0.444, 0.446, 0.429, -0.183, -0.842, 0.262, -0.042, 0.355, 0.287

=====

# 4
The following is a DFT calculation (wB97M-V/def2-TZVPD) of a cluster of 8 separate species, C12H24Cl16O4 in total at a distorted geometry.

For the energy above the lowest of the compared OMol25 structures with the same formula, charge and spin, the calculation gives 91.7 kJ/mol. For the HOMO energy, the calculation gives -10.0 eV. The total energy comes out at -221378.7077 eV. Its LUMO energy is 0.060 eV.

Positions of all 56 atoms, in Å:
Cl1 3.08204 -1.31378 -6.70925
C1 2.87877 -1.10786 -4.93727
Cl2 1.17710 -1.04934 -4.59445
Cl3 3.57316 -2.54953 -4.12383
Cl4 3.63345 0.41209 -4.33942
Cl5 -1.25202 1.55745 -4.49834
C2 -0.61262 3.05874 -3.82452
Cl6 1.05689 3.22479 -4.56201
Cl7 -1.59984 4.43710 -4.32902
Cl8 -0.41312 2.96668 -2.06027
Cl9 1.86718 2.06128 4.32142
C3 0.09216 2.14930 4.89194
Cl10 -0.14370 3.59964 5.84074
Cl11 -0.96312 1.97430 3.55351
Cl12 -0.03192 0.75821 6.02272
Cl13 -3.34275 0.24797 -0.38871
C4 -4.59754 0.95802 -1.32949
Cl14 -4.33289 2.70629 -1.59575
Cl15 -4.50937 0.21349 -2.93348
Cl16 -6.22038 0.72488 -0.72868
C5 2.30947 4.49869 1.82823
C6 1.62380 4.27766 0.50326
O1 1.33079 2.85250 0.52147
H1 1.60448 4.19664 2.61909
H2 2.57542 5.54112 2.19088
H3 3.27871 3.94860 1.84473
H4 2.38845 4.59817 -0.22561
H5 0.73971 4.90303 0.34642
H6 0.55315 2.67136 1.10567
C7 0.44434 -0.67379 -0.87396
C8 -0.14161 0.00452 0.32451
O2 -1.05498 -0.82381 1.03236
H7 1.15261 -0.05707 -1.41673
H8 -0.32862 -1.02618 -1.56117
H9 0.99566 -1.49668 -0.51464
H10 -0.59991 0.97226 -0.10354
H11 0.69115 0.30287 0.96654
H12 -1.15873 -1.60945 0.39736
C9 -3.67745 -3.93394 -0.47071
C10 -2.20534 -3.87182 -0.93179
O3 -1.47600 -3.10356 0.00777
H13 -3.80387 -4.62164 0.38248
H14 -4.13514 -4.26429 -1.39875
H15 -4.04723 -2.93068 -0.26334
H16 -2.09668 -3.34304 -1.90739
H17 -1.81344 -4.87879 -1.03469
H18 -0.94620 -3.68834 0.54363
C11 2.93022 -2.23894 2.28805
C12 1.75018 -3.05353 2.80037
O4 0.61329 -3.03499 2.02814
H19 3.85418 -2.36986 2.91755
H20 2.68801 -1.13631 2.36660
H21 3.01719 -2.63204 1.29707
H22 1.37152 -2.77367 3.77528
H23 2.07920 -4.04976 2.99105
H24 0.15222 -2.18497 1.94797

The net atomic charges from Mulliken, expressed in e, are: -0.103, 0.293, -0.026, -0.105, -0.080, -0.064, 0.206, -0.118, -0.095, 0.058, -0.108, 0.258, -0.078, 0.015, -0.113, 0.095, 0.251, -0.108, -0.129, -0.110, -0.701, -0.355, -0.311, 0.052, 0.366, 0.208, 0.267, 0.311, 0.181, -1.193, 0.765, -0.699, 0.528, 0.151, 0.315, -0.296, 0.150, 0.268, -0.925, -0.382, -0.338, 0.290, 0.373, 0.187, 0.237, 0.352, 0.211, -0.756, -0.413, -0.417, 0.369, 0.099, 0.222, 0.330, 0.339, 0.280